The following is a quantum chemistry calculation of a cluster of 13 separate species, C54H138N12O4 in total in a non-equilibrium geometry, from the Open Molecules 2025 dataset.

Its energy above the lowest of the compared OMol25 structures with the same formula, charge and spin is 56.2 kcal per mole. As for the strongest force on any atom: 2.4 eV/A. The gap between HOMO and LUMO is 0.1871 Ha. The value obtained for the total energy is -84291.088 eV. The HOMO energy is -0.4068 hartree. The charge is +2.

The geometry in XYZ format:
```
208
C54H138N12O4 (ωB97M-V with the def2-TZVPD basis set)
N -1.33 2.28 -4.23
H -0.78 2.87 -3.56
H -2.25 2.70 -4.28
H -1.41 1.31 -3.84
H -1.01 2.25 -5.21
N 1.16 -2.66 2.41
H 0.60 -1.77 2.24
H 1.91 -2.57 3.08
H 1.44 -2.84 1.43
H 0.51 -3.39 2.74
N -4.50 3.48 -1.54
H -4.52 3.51 -2.56
H -5.46 3.33 -1.21
H -4.16 4.34 -1.11
H -3.91 2.65 -1.35
N -4.26 -0.19 -3.66
H -4.72 -0.14 -4.57
H -5.03 -0.44 -3.03
H -3.81 0.71 -3.46
H -3.55 -0.93 -3.67
C -1.34 0.44 -0.04
C -1.81 0.40 -1.33
C -1.12 -0.49 -2.36
O -1.45 -0.45 -3.61
C -0.08 -1.31 -2.00
C 0.29 -1.40 -0.60
C -0.30 -0.39 0.44
O 0.14 -0.39 1.59
O 1.13 -2.21 -0.22
O -2.73 1.26 -1.65
H -1.71 1.15 0.69
H 0.56 -1.74 -2.75
C -5.89 3.23 7.23
C -5.22 3.62 5.92
N -4.14 2.75 5.48
C -3.75 2.95 4.10
C -3.01 1.77 3.49
C -3.02 2.75 6.43
C -2.11 3.99 6.32
H -6.96 3.40 7.06
H -5.65 3.79 8.13
H -5.75 2.16 7.41
H -5.94 3.75 5.11
H -4.90 4.68 5.99
H -4.68 3.01 3.52
H -3.19 3.88 3.91
H -3.47 0.79 3.56
H -2.90 2.02 2.43
H -1.99 1.72 3.90
H -2.38 1.89 6.21
H -3.46 2.67 7.42
H -1.32 3.72 5.61
H -1.47 4.15 7.20
H -2.68 4.87 6.05
C -2.11 -2.26 4.49
C -2.31 -3.62 3.84
N -1.05 -4.29 3.50
C -1.16 -5.21 2.37
C -1.31 -4.44 1.05
C -0.43 -4.88 4.68
C -1.07 -6.15 5.27
H -3.10 -1.97 4.86
H -1.79 -1.49 3.78
H -1.46 -2.33 5.35
H -2.85 -4.26 4.55
H -3.03 -3.61 3.01
H -0.36 -5.94 2.38
H -2.10 -5.79 2.45
H -2.02 -4.97 0.41
H -1.76 -3.46 1.27
H -0.35 -4.21 0.59
H -0.22 -4.20 5.50
H 0.61 -5.14 4.44
H -0.40 -6.66 5.97
H -1.50 -6.83 4.54
H -1.93 -5.81 5.86
C 6.31 0.13 -4.16
C 4.86 -0.28 -4.02
N 4.71 -1.28 -2.98
C 3.35 -1.87 -2.92
C 2.96 -2.67 -4.14
C 5.17 -0.93 -1.65
C 4.45 0.26 -1.02
H 6.44 0.84 -4.98
H 7.00 -0.71 -4.23
H 6.63 0.71 -3.29
H 4.26 0.63 -3.84
H 4.37 -0.66 -4.92
H 3.36 -2.42 -1.99
H 2.71 -0.97 -2.85
H 3.70 -3.42 -4.43
H 2.05 -3.24 -3.94
H 2.74 -2.07 -5.03
H 6.23 -0.65 -1.58
H 5.09 -1.81 -1.01
H 4.67 0.37 0.05
H 3.36 0.13 -0.93
H 4.64 1.25 -1.46
C 1.95 2.19 -3.08
C 1.18 2.81 -1.92
N 0.19 3.87 -2.31
C 0.97 5.02 -2.81
C 0.16 6.28 -3.08
C -0.64 4.12 -1.12
C 0.12 4.70 0.10
H 2.69 2.85 -3.53
H 1.28 1.88 -3.89
H 2.44 1.34 -2.63
H 0.61 2.06 -1.36
H 1.82 3.20 -1.12
H 1.78 5.31 -2.13
H 1.54 4.61 -3.64
H 0.77 7.02 -3.60
H -0.76 6.17 -3.65
H -0.10 6.71 -2.11
H -1.15 3.22 -0.78
H -1.42 4.83 -1.42
H 0.51 3.87 0.69
H -0.60 5.23 0.73
H 0.97 5.33 -0.14
C 4.53 -7.57 2.76
C 3.90 -6.40 2.00
N 4.89 -5.73 1.18
C 6.02 -5.29 1.98
C 6.90 -4.19 1.39
C 4.35 -4.67 0.34
C 3.26 -5.19 -0.60
H 5.12 -7.26 3.61
H 5.00 -8.37 2.19
H 3.67 -8.09 3.23
H 3.08 -6.86 1.44
H 3.38 -5.72 2.71
H 5.62 -4.92 2.94
H 6.77 -6.05 2.21
H 6.39 -3.24 1.21
H 7.68 -3.92 2.11
H 7.41 -4.53 0.49
H 5.13 -4.31 -0.33
H 4.07 -3.84 1.01
H 2.81 -4.39 -1.19
H 2.44 -5.56 0.02
H 3.59 -6.04 -1.20
C -7.35 -2.88 -2.46
C -6.20 -3.41 -1.61
N -5.17 -2.42 -1.37
C -3.86 -3.06 -1.10
C -3.25 -3.71 -2.31
C -5.47 -1.32 -0.48
C -5.36 -1.66 1.02
H -7.12 -2.25 -3.32
H -8.03 -2.30 -1.83
H -7.93 -3.70 -2.89
H -6.67 -3.88 -0.73
H -5.81 -4.31 -2.10
H -3.26 -2.30 -0.60
H -4.09 -3.78 -0.30
H -3.15 -3.03 -3.16
H -2.22 -4.02 -2.12
H -3.76 -4.61 -2.67
H -6.52 -1.05 -0.63
H -4.88 -0.42 -0.66
H -4.33 -1.90 1.31
H -6.04 -2.48 1.26
H -5.60 -0.83 1.69
C 1.48 2.25 2.78
C 1.25 2.99 4.09
N 2.33 2.86 5.04
C 3.59 3.48 4.62
C 4.71 3.31 5.64
C 1.93 3.09 6.42
C 1.78 4.54 6.88
H 2.16 2.75 2.08
H 0.51 2.14 2.29
H 1.92 1.26 2.93
H 0.80 3.97 3.87
H 0.44 2.44 4.59
H 3.87 2.90 3.73
H 3.44 4.52 4.30
H 5.66 3.76 5.35
H 4.49 3.72 6.62
H 4.94 2.25 5.73
H 2.64 2.54 7.04
H 1.00 2.53 6.58
H 1.08 5.12 6.27
H 2.71 5.11 6.80
H 1.49 4.59 7.93
C 1.86 2.85 -8.94
C 1.71 2.66 -7.43
N 0.35 2.49 -6.93
C -0.55 3.60 -7.26
C -0.07 4.89 -6.59
C -0.24 1.22 -7.40
C 0.37 -0.02 -6.80
H 2.87 2.83 -9.36
H 1.44 3.81 -9.27
H 1.32 2.06 -9.47
H 2.29 1.79 -7.11
H 2.22 3.50 -6.95
H -0.60 3.77 -8.34
H -1.57 3.47 -6.89
H -0.82 5.68 -6.66
H 0.14 4.71 -5.53
H 0.85 5.27 -7.04
H -0.27 1.20 -8.50
H -1.30 1.29 -7.11
H 0.26 -0.06 -5.71
H 1.44 -0.19 -6.90
H -0.18 -0.90 -7.14
```

Löwdin atomic charge list, values in e, 99 entries: number 1, N, carries 0.2928; number 2, H, carries 0.0903; number 3, H, carries 0.1137; number 4, H, carries 0.0653; number 5, H, carries 0.0743; number 6, N, carries 0.2737; number 7, H, carries 0.0737; number 8, H, carries 0.1363; number 9, H, carries 0.0780; number 10, H, carries 0.0781; number 11, N, carries 0.3180; number 12, H, carries 0.1406; number 13, H, carries 0.1564; number 14, H, carries 0.1526; number 15, H, carries 0.0868; number 16, N, carries 0.3074; number 17, H, carries 0.1502; number 18, H, carries 0.1151; number 19, H, carries 0.0836; number 20, H, carries 0.1079; number 21, C, carries -0.0007; number 22, C, carries -0.3456; number 23, C, carries -0.3674; number 24, O, carries -0.1340; number 25, C, carries 0.0391; number 26, C, carries -0.2883; number 27, C, carries -0.2967; number 28, O, carries 0.0181; number 29, O, carries 0.0157; number 30, O, carries -0.1676; number 31, H, carries 0.0999; number 32, H, carries 0.1018; number 33, C, carries -0.0837; number 34, C, carries -0.2746; number 35, N, carries -0.1952; number 36, C, carries -0.2815; number 37, C, carries -0.0826; number 38, C, carries -0.2189; number 39, C, carries -0.0731; number 40, H, carries 0.0703; number 41, H, carries 0.0733; number 42, H, carries 0.0775; number 43, H, carries 0.1043; number 44, H, carries 0.1105; number 45, H, carries 0.1051; number 46, H, carries 0.1113; number 47, H, carries 0.0694; number 48, H, carries 0.0482; number 49, H, carries 0.0588; number 50, H, carries 0.1038; number 51, H, carries 0.1041; number 52, H, carries 0.0427; number 53, H, carries 0.0729; number 54, H, carries 0.0700; number 55, C, carries -0.0642; number 56, C, carries -0.2431; number 57, N, carries -0.2339; number 58, C, carries -0.2350; number 59, C, carries -0.0667; number 60, C, carries -0.2641; number 61, C, carries -0.0670; number 62, H, carries 0.0793; number 63, H, carries 0.0583; number 64, H, carries 0.0703; number 65, H, carries 0.1148; number 66, H, carries 0.1050; number 67, H, carries 0.1232; number 68, H, carries 0.1148; number 69, H, carries 0.0713; number 70, H, carries 0.0615; number 71, H, carries 0.0567; number 72, H, carries 0.1116; number 73, H, carries 0.1048; number 74, H, carries 0.0807; number 75, H, carries 0.0704; number 76, H, carries 0.0678; number 77, C, carries -0.0795; number 78, C, carries -0.2599; number 79, N, carries -0.1840; number 80, C, carries -0.2480; number 81, C, carries -0.0756; number 82, C, carries -0.2404; number 83, C, carries -0.0909; number 84, H, carries 0.0747; number 85, H, carries 0.0844; number 86, H, carries 0.0651; number 87, H, carries 0.0928; number 88, H, carries 0.1028; number 89, H, carries 0.0893; number 90, H, carries 0.0878; number 91, H, carries 0.0852; number 92, H, carries 0.0680; number 93, H, carries 0.0556; number 94, H, carries 0.1096; number 95, H, carries 0.1000; number 96, H, carries 0.0753; number 97, H, carries 0.0523; number 98, H, carries 0.0697; number 99, C, carries -0.0587